1.
{
  "formula": "C4H8NO2",
  "method": "ωB97M-V/def2-TZVPD",
  "smiles": "[NH3+][C@H](C=O)CC=O",
  "charge": 1,
  "multiplicity": 1,
  "species": ["O", "C", "C", "C", "C", "O", "N", "H", "H", "H", "H", "H", "H", "H", "H"],
  "xyz": [[-1.298, -1.618, 1.037], [-0.529, -1.134, 0.261], [-0.421, 0.388, 0.218], [0.966, 0.999, -0.064], [1.499, 0.554, -1.396], [0.917, -0.268, -2.054], [-0.970, 0.871, 1.525], [0.055, -1.758, -0.418], [-1.089, 0.793, -0.545], [0.856, 2.083, -0.031], [1.709, 0.538, 0.604], [2.436, 0.957, -1.798], [-1.191, 1.861, 1.522], [-1.778, 0.280, 1.763], [-0.290, 0.693, 2.269]]
}

2.
{
  "formula": "C3H5NO",
  "method": "ωB97M-V/def2-TZVPD",
  "smiles": "C#[N+][O-].C=C",
  "multiplicity": 1,
  "species": ["C", "C", "C", "N", "O", "H", "H", "H", "H", "H"],
  "xyz": [[-1.812, 1.364, -0.705], [1.097, -0.833, -0.201], [1.138, -0.263, 1.020], [-1.566, 0.249, -0.754], [-1.736, -0.907, -0.774], [-1.592, 2.405, -0.384], [2.008, -0.959, -0.735], [0.131, -0.998, -0.567], [0.288, -0.156, 1.688], [2.044, 0.100, 1.412]]
}

no.,electronic energy (hartree),Kohn-Sham gap (eV)
1,-362.1632,10.279
2,-247.1336,10.576